Here is 2 unconnected molecules or ions with the total composition C5H14N2O at a distorted geometry from the OMol25 dataset. Energies are from ωB97M-V/def2-TZVPD.

Net charge ... 0
Structure (SMILES) ... CNC(C)=O.CCN

Structure (XYZ):
```
22
Properties=species:S:1:pos:R:3:lowdin_charge:R:1
C 0.412 -2.016 -1.208 -0.065
N -0.859 -1.543 -0.697 0.001
C -1.328 -0.296 -0.924 -0.555
C -2.641 0.022 -0.240 0.001
O -0.709 0.532 -1.575 0.014
H 0.293 -3.016 -1.630 0.081
H 1.164 -2.029 -0.416 0.076
H 0.740 -1.346 -2.000 0.087
H -1.350 -2.134 -0.046 0.135
H -3.102 0.876 -0.728 0.084
H -2.447 0.273 0.803 0.083
H -3.334 -0.817 -0.271 0.077
C 1.363 0.285 1.707 -0.137
C 1.054 1.667 1.140 -0.324
N 1.742 1.526 -0.189 -0.062
H 0.586 -0.433 1.446 0.021
H 2.226 0.236 0.733 0.141
H 1.502 0.304 2.785 0.045
H 1.593 2.441 1.694 0.099
H -0.019 1.886 1.049 0.091
H 1.076 1.156 -0.872 0.037
H 2.039 2.426 -0.559 0.072
```

Here is 3 unconnected molecules or ions with the total composition C5H14N2O at a distorted geometry from the OMol25 dataset. Energies are from ωB97M-V/def2-TZVPD.

Net charge ... 0

Structure (XYZ):
```
22
Properties=species:S:1:pos:R:3:lowdin_charge:R:1
C 1.169 -0.360 1.861 -0.007
C 0.941 1.286 -0.036 -0.222
C 1.662 0.549 -1.157 -0.165
N 0.176 -0.107 2.665 0.075
H -0.858 -0.080 2.004 0.126
H 0.340 0.573 3.399 0.108
H 0.977 -1.118 1.113 0.098
H 2.190 -0.073 2.093 0.107
H 1.634 1.812 0.621 0.062
H 0.320 2.090 -0.448 0.075
H 2.292 -0.255 -0.762 0.053
H 0.936 0.105 -1.838 0.047
H 2.305 1.218 -1.729 0.060
N -1.617 -0.163 -2.121 0.023
C -1.688 -1.140 0.091 -0.313
C -1.748 -1.257 -1.243 -0.234
O -1.477 0.034 0.734 -0.275
H -0.052 0.690 0.338 0.061
H -2.200 -0.236 -2.944 0.070
H -1.790 0.708 -1.634 0.072
H -1.697 -2.045 0.699 0.092
H -1.813 -2.231 -1.706 0.089
```

Here is 2 unconnected molecules or ions with the total composition C5H14N2O at a distorted geometry from the OMol25 dataset. Energies are from ωB97M-V/def2-TZVPD.

Net charge ... 0
Structure (SMILES) ... CN[C@H](C)N.C=CO

Structure (XYZ):
```
22
Properties=species:S:1:pos:R:3:lowdin_charge:R:1
C -2.608 1.107 0.246 -0.123
N -2.136 -0.180 -0.225 -0.108
C -0.757 -0.447 -0.105 -0.461
C 0.239 0.545 -1.225 -0.045
N -0.455 -1.808 -0.295 0.040
H -2.235 1.957 -0.343 0.071
H -2.286 1.237 1.279 0.080
H -3.697 1.112 0.222 0.076
H -2.496 -0.412 -1.145 0.110
H -0.424 -0.145 0.890 0.109
H 1.136 0.012 -1.523 0.030
H 0.334 1.614 -1.034 0.037
H -0.415 0.514 -2.100 0.037
H 0.555 -1.961 -0.111 0.047
H -0.726 -2.140 -1.216 0.076
C 2.443 -1.170 0.824 -0.016
C 2.322 0.167 0.760 -0.295
O 1.617 0.851 1.721 -0.011
H 1.939 -1.716 1.603 0.071
H 3.205 -1.671 0.254 0.059
H 2.897 0.757 0.055 0.116
H 1.551 1.777 1.466 0.101
```

Across the entries above, relative energy (zero: lowest compared OMol25 entry of this formula, charge and spin) takes the values 230.2, 461.8, 327.8 kJ/mol, respectively.